ORCA calculation (ωB97M-V/def2-TZVPD) on a structure of composition C6H15NO in a non-equilibrium geometry.

Geometry as XYZ:
```
23
Properties=species:S:1:pos:R:3:forces:R:3
H 2.135414 -0.456686 -1.828251 -0.03 -0.03 0.07
C -0.841634 2.263259 -0.105010 -1.62 0.00 1.11
H 2.376426 -0.252588 1.115942 0.02 -0.23 0.02
H 2.254337 -1.783780 1.801232 -0.06 0.16 -0.21
C 0.374814 -0.610544 -0.596748 1.84 -3.07 1.30
H -0.307957 -2.238391 -1.812457 -0.05 0.07 -0.15
H 1.983145 0.845142 -0.629802 0.09 0.03 -0.03
H -1.988854 0.977116 1.984768 0.02 -0.07 0.31
C 1.428906 0.197954 -1.309354 -0.48 0.42 0.29
C -1.444137 0.074458 1.727611 0.09 2.46 -1.87
C -0.659210 -1.255934 -1.483699 -0.31 -0.05 0.19
H -1.132567 2.771542 0.823841 0.32 0.43 -0.19
C 0.659212 -1.254270 0.603428 0.18 0.23 -2.56
H -1.596193 -1.403229 -0.946511 -0.02 -0.07 0.04
H 0.098454 2.669584 -0.493603 0.05 -0.36 0.22
H -1.655305 2.470823 -0.817743 0.24 0.02 -0.08
H 0.962934 0.839314 -2.058399 0.07 0.09 -0.05
H -0.700466 -0.219220 2.461188 0.33 0.18 -0.51
N 1.756740 -0.978450 1.445498 -0.11 0.42 0.45
H -2.145501 -0.700846 1.444680 0.34 -0.09 -0.44
H 0.135256 -2.166325 0.855267 -0.31 0.14 0.15
O -0.784338 0.877105 0.184776 -0.76 -0.79 1.87
H -0.909474 -0.666036 -2.366654 0.14 0.11 0.04
```
Positions in Å, forces in eV/Å.

Calculated values
Kohn-Sham gap, eV: 7.19
HOMO level, eV: -6.342
LUMO level, eV: 0.8498
E, eV: -9998.3492